Here is a cluster of 12 separate species, C48H72ClN14O5P in total from OMol25. Energies are from ωB97M-V/def2-TZVPD.

Each line ends with the Löwdin charge.
CARTESIAN COORDINATES (ANGSTROEM)
C 0.37193 -2.39243 5.34076  -0.16
H -0.36993 -3.96264 -3.02607  0.13
C -2.72222 -4.64489 -0.69259  -0.20
H 10.54551 -0.32091 3.71849  0.08
H -7.03274 2.40902 -0.12641  0.08
H 1.73750 -4.36711 2.64058  0.12
C -2.92606 -1.62688 -4.96988  -0.26
H 3.28965 -4.09537 0.91416  0.12
H 2.70109 -0.84548 0.84946  0.08
C -1.41563 2.05618 -4.01359  -0.25
H -3.22740 -2.92946 -2.83542  0.13
C -4.90153 -1.19429 5.90174  -0.54
H -5.86079 -3.02266 2.09809  -0.01
P -5.11677 -2.46553 0.99689  0.74
H -6.04598 -1.42149 6.15624  0.09
H 3.73315 6.04010 -8.43489  0.09
N 3.70280 2.51871 -7.52361  0.12
Cl -4.54554 0.48715 6.59159  0.52
C 2.56656 -3.14570 0.88523  -0.20
H -1.69940 0.83664 -5.74304  0.05
C -0.89404 1.30637 -5.16858  -0.07
H 2.19495 -7.84029 5.14681  0.09
C 0.03236 -2.99964 1.99307  0.00
H -7.63708 -0.64471 1.65189  0.02
H 0.84327 10.08767 -6.33892  0.03
C -3.24964 -2.60507 1.45148  -0.19
H 4.22778 -1.12847 2.86219  0.12
H -4.72782 -0.28438 0.80950  -0.03
C -5.65297 2.71558 1.47396  -0.25
C -4.55722 -1.93118 -5.09315  -0.14
H 4.28868 0.90093 0.53494  0.09
H 1.14328 10.90226 -7.87303  0.08
C -2.05415 -3.03396 -4.78762  -0.19
N -1.16134 -3.74177 -2.38172  -0.06
H 6.41268 -1.32726 0.31201  0.13
H 5.84992 -1.35541 -5.31693  0.08
H 3.90091 -1.74078 -0.31657  0.12
C 5.43947 0.72288 0.64976  -0.17
C -2.35537 -3.63431 0.54285  -0.02
C 1.56067 -7.07415 5.60502  -0.06
H 4.95928 3.59140 -0.88246  0.10
H 5.04418 -2.73376 2.09014  0.13
H -4.78766 -2.47993 3.99531  0.10
N -1.82776 2.64855 -3.10094  0.13
C 4.23523 2.85841 -1.47192  -0.01
C 0.92190 1.80495 0.43257  -0.24
C 3.44881 -1.74668 0.77962  -0.22
H -4.29601 -2.07583 6.39960  0.10
H 1.97871 -3.23096 -0.12965  0.10
O -0.71913 -2.62296 6.43625  -0.26
C -5.70916 2.94823 8.48289  -0.12
H -5.68454 -0.85057 3.69678  0.10
H -0.34220 1.95562 -5.85655  0.08
C -0.26682 -4.86443 -0.34875  -0.18
H 7.48765 -1.99531 -5.19306  0.08
C 2.97532 5.86308 -7.66442  -0.08
H 4.88129 1.59059 -4.68984  0.04
H -4.82381 -3.05451 -4.84140  0.08
N -1.36604 -4.72695 -1.42332  -0.11
H -0.62662 -0.34721 4.67527  0.10
H -0.41930 10.14599 -7.56754  0.08
N 2.60590 -4.66724 5.35447  0.14
C -6.71875 3.83562 9.08418  -0.27
H 0.57750 -7.13993 5.12720  0.09
H -5.08069 -1.22414 -4.31832  0.08
H -3.74974 0.19135 2.89305  0.09
H 6.68259 -0.57513 2.05826  0.05
H -6.16277 2.22759 7.79421  0.03
N -7.51640 4.53685 9.55929  0.11
C 4.65222 -1.62511 1.88632  -0.19
N -4.69643 2.42561 2.06947  0.13
C 5.09914 1.44851 -1.65341  -0.25
H 10.10153 1.38372 3.78307  0.08
H 3.43314 5.22550 -6.90078  0.05
C 2.14458 -5.72961 5.46511  -0.23
H -9.19966 -1.40098 1.95737  0.08
H -0.02845 -0.77288 7.20041  0.11
H -2.50138 -3.78032 -5.60053  0.12
H 5.85051 1.56158 1.38755  0.14
H -7.93709 -1.45930 3.18599  0.06
C -0.11332 11.98693 -6.53013  -0.28
H -0.21060 0.50903 -4.85806  0.09
C -2.39427 -3.64034 -3.30413  -0.20
C 4.39055 2.43397 -6.58899  -0.26
N 7.35059 -0.25155 3.97917  0.14
H -6.79659 4.09855 0.31709  0.08
H 1.04128 -0.82762 3.76322  0.11
C 6.90898 -1.08699 -5.39171  -0.08
C -0.28876 2.17199 -0.32103  -0.08
C 5.26107 2.32677 -5.40620  -0.07
H -7.75925 3.04266 1.34927  0.07
C -0.02382 -1.16840 4.10589  -0.09
H -1.18438 2.13203 0.30789  0.09
H 3.26752 2.67970 -0.80109  0.07
H 5.34269 3.28156 -4.87614  0.08
H 9.95870 0.49254 2.26902  0.08
H -5.34685 -3.23721 -0.22676  0.02
H 1.42834 -7.35026 6.65650  0.09
N -9.28768 1.43690 3.44707  0.12
C -8.39491 -0.82173 2.42235  -0.10
H -0.91537 -2.91023 -5.02532  0.11
C -2.52648 -1.74671 2.69210  -0.03
H -0.45788 1.49839 -1.16779  0.06
H 2.13325 -2.57025 3.04390  0.09
O -3.87705 -5.27381 -0.96368  -0.02
O 4.86724 0.79126 -2.82342  -0.08
C 5.86842 -0.75748 1.20702  -0.18
H -4.99450 -1.62642 -6.15691  0.08
H 1.14189 -2.44445 7.69447  0.11
C 0.57580 -1.74182 6.93761  -0.01
H 3.96165 3.31941 -2.51980  0.09
C -0.88352 -1.95795 2.92942  -0.02
C 8.44168 0.04307 3.70274  -0.25
C 0.38545 10.72524 -7.10256  -0.11
H -2.86725 -4.72033 -3.48613  0.14
H 6.27655 2.01969 -5.67779  0.07
C 7.23291 -0.51283 -6.70841  -0.28
H 7.12251 -0.38354 -4.58002  0.07
O 6.06745 0.92942 -0.67533  -0.12
H -2.77382 -1.03334 -3.95908  0.11
O 0.81512 -5.66142 -0.34231  -0.01
H -0.22172 3.18793 -0.72430  0.08
H -5.17097 2.37355 9.24405  0.08
C -8.89368 0.43996 2.99478  -0.27
C -3.40833 -0.68791 3.62468  -0.18
N -5.55890 -0.93418 0.67305  -0.35
C -0.74744 -3.80239 0.79893  0.03
C -4.76081 -1.33416 4.27759  -0.26
H -4.96181 3.51215 7.91481  0.08
N 7.48883 -0.05908 -7.74874  0.12
H 2.17057 5.28382 -8.12940  0.08
H -2.54827 -1.00244 -5.88569  0.09
N 1.87844 1.51499 1.02808  0.13
H -2.78451 -0.17327 4.46904  0.08
C 9.82258 0.41600 3.35299  -0.07
C 1.63616 -3.24987 2.23216  -0.17
H 1.12073 -3.33915 4.99902  0.10
N 2.08255 8.12170 -6.63970  0.14
C -6.86362 3.08262 0.72036  -0.07
C 2.47655 7.12476 -7.09199  -0.24
N -0.50732 12.98387 -6.07784  0.11

Calculated values
HOMO level, eV: -8.6
SMILES: CCCCNN1C(=O)c2c(CCCCCCOC(C)=O)c(C[C@H]3CO3)c(CCCCl)c([PH2]=N)c2C1=O.CC#N.CC#N.CC#N.CC#N.CC#N.CC#N.CC#N.CC#N.CC#N.CC#N.CC#N
LUMO, eV: -1.54
Charge: 0